# C42H61MgN4PS

A structure of composition C42H61MgN4PS (wB97M-V/def2-TZVPD, the Open Molecules 2025 dataset).

- Gap between HOMO and LUMO: 7.1 eV
- Lowest unoccupied orbital energy: -0.29 eV
- HOMO: -7.4 eV
- Max |F|: 0.8 eV/Å

The geometry in XYZ format:
```
110
C42H61MgN4PS | the Open Molecules 2025 dataset | wB97M-V/def2-TZVPD
Mg -0.590 -0.818 -0.792
N 3.653 -1.041 -2.405
C 2.422 -1.460 -1.971
S 1.072 -1.456 -3.007
N 2.386 -1.879 -0.714
N 1.104 -2.012 -0.299
C 0.823 -2.986 0.472
C -0.547 -3.124 0.982
C -0.970 -4.283 1.620
C -2.283 -4.369 2.045
C -3.142 -3.304 1.819
C -2.646 -2.191 1.166
N -1.377 -2.094 0.772
H 3.795 -1.098 -3.400
H 4.432 -1.329 -1.832
H 1.571 -3.735 0.704
H -0.274 -5.100 1.758
H -2.638 -5.263 2.541
H -4.177 -3.340 2.127
H -3.279 -1.343 0.938
C 3.669 -3.481 2.730
C 2.310 -3.130 3.324
C 2.371 -3.195 4.856
C 1.791 -1.768 2.890
C 0.479 -1.414 3.162
C -0.042 -0.156 2.884
C -1.444 0.082 3.430
C -2.307 1.061 2.651
C -1.372 0.487 4.906
C 0.775 0.803 2.264
C 2.129 0.479 2.026
C 2.599 -0.800 2.314
C 3.181 1.503 1.625
C 4.163 0.969 0.571
C 3.968 1.951 2.863
C 0.379 2.256 2.128
C 0.653 3.008 3.278
C 0.604 4.388 3.302
C 0.307 5.069 2.142
C -0.020 4.358 1.002
C -0.047 2.956 0.954
P -0.699 2.145 -0.601
C -2.300 3.059 -1.040
C -2.339 4.585 -0.952
C -3.393 2.512 -0.111
C -2.678 2.661 -2.474
C 0.576 2.619 -1.917
C 1.903 2.098 -1.368
C 0.741 4.097 -2.268
C 0.260 1.871 -3.219
H 3.940 -4.503 3.001
H 4.448 -2.821 3.119
H 3.668 -3.406 1.641
H 1.583 -3.879 2.990
H 3.020 -2.404 5.238
H 2.770 -4.157 5.185
H 1.384 -3.066 5.303
H -0.175 -2.144 3.634
H -1.943 -0.890 3.387
H -2.017 2.094 2.837
H -3.356 0.952 2.939
H -2.230 0.873 1.581
H -0.905 1.469 5.011
H -0.791 -0.232 5.486
H -2.376 0.545 5.334
H 3.638 -1.021 2.113
H 2.683 2.384 1.225
H 4.964 0.392 1.040
H 4.631 1.800 0.040
H 3.673 0.326 -0.160
H 4.440 1.090 3.342
H 3.330 2.442 3.599
H 4.754 2.653 2.574
H 0.944 2.471 4.173
H 0.835 4.922 4.215
H 0.316 6.151 2.117
H -0.266 4.918 0.113
H -2.270 4.941 0.076
H -3.311 4.905 -1.341
H -1.572 5.075 -1.551
H -3.234 2.815 0.925
H -3.455 1.424 -0.170
H -4.357 2.916 -0.434
H -2.117 3.237 -3.208
H -3.737 2.891 -2.618
H -2.539 1.599 -2.665
H 2.279 2.753 -0.587
H 2.645 2.054 -2.169
H 1.820 1.087 -0.955
H 1.015 4.711 -1.409
H -0.152 4.510 -2.737
H 1.556 4.180 -2.993
H -0.032 0.835 -3.068
H 1.157 1.852 -3.843
H -0.529 2.352 -3.790
C -4.506 -1.698 -4.543
C -4.716 -1.414 -3.050
C -5.348 -2.641 -2.377
C -5.642 -0.204 -2.880
C -3.412 -1.139 -2.417
C -2.323 -0.944 -1.900
H -5.461 -1.917 -5.027
H -3.841 -2.552 -4.678
H -4.052 -0.837 -5.035
H -6.308 -2.880 -2.843
H -5.514 -2.451 -1.315
H -4.690 -3.506 -2.470
H -6.613 -0.402 -3.342
H -5.209 0.678 -3.351
H -5.799 0.016 -1.822
```

Atomic partial charges in e from the Löwdin method, atoms 1 to 99: 0.4405 0.0647 -0.9238 0.6260 -0.0113 -0.1087 -0.0869 -0.2556 -0.0113 -0.0421 -0.0384 -0.1169 0.0625 0.0760 0.0900 0.1275 0.1182 0.1125 0.1095 0.1146 -0.0747 -0.3820 -0.0576 -0.1965 -0.0213 -0.1363 -0.3606 -0.0760 -0.0439 -0.0747 -0.1191 0.0097 -0.3629 -0.0754 -0.0464 -0.1788 -0.0554 -0.0655 -0.0690 -0.1051 -0.2535 1.1692 -0.6589 -0.0948 -0.1083 -0.0988 -0.6675 -0.1087 -0.0809 -0.1255 0.0808 0.0828 0.0692 0.1137 0.0882 0.0777 0.0726 0.1304 0.1120 0.0772 0.0949 0.0360 0.0684 0.0800 0.0823 0.1077 0.1001 0.0792 0.0862 0.0365 0.0818 0.0664 0.0835 0.1181 0.1085 0.1074 0.0651 0.0733 0.0924 0.0599 0.0677 0.0623 0.0888 0.0667 0.0857 0.0528 0.0680 0.0991 0.0567 0.0692 0.0643 0.0934 -0.0159 0.0888 0.0599 -0.0585 -0.6420 -0.0626 -0.0601


# C56H44AsN7PPm

A structure of composition C56H44AsN7PPm in a non-equilibrium geometry (wB97M-V/def2-TZVPD, the Open Molecules 2025 dataset).

- Gap between HOMO and LUMO (alpha / beta): 5.3 / 5.3 eV
- Lowest unoccupied orbital energy (alpha / beta): -6.44 / -6.41 eV
- Spin multiplicity: 5
- HOMO (alpha / beta): -11.7 / -11.7 eV
- Max |F|: 3.2 eV/Å
- Total charge: +2

The geometry in XYZ format:
```
110
C56H44AsN7PPm | the Open Molecules 2025 dataset | wB97M-V/def2-TZVPD
Pm 1.423 -1.662 -1.829
C 4.444 0.204 0.538
C 4.483 -0.383 1.841
C 4.221 -1.705 1.952
C 3.555 -2.379 0.830
N 3.551 -1.847 -0.381
C 4.038 -0.584 -0.544
N 2.946 -3.546 1.160
C 1.788 -3.978 0.810
N 0.993 -3.516 -0.247
C -0.004 -4.476 -0.488
N -1.036 -4.406 -1.308
C -1.142 -3.739 -2.459
C -2.497 -3.590 -2.971
C -2.687 -2.866 -4.127
C -1.529 -2.440 -4.858
C -0.250 -2.729 -4.374
N -0.059 -3.234 -3.118
C 0.066 -5.500 0.566
C -0.734 -6.609 0.880
C -0.416 -7.379 1.998
C 0.624 -7.004 2.845
C 1.426 -5.875 2.556
C 1.132 -5.127 1.400
H 4.743 1.199 0.348
H 4.739 0.171 2.742
H 4.431 -2.268 2.850
H 4.209 -0.273 -1.531
H -3.304 -4.037 -2.377
H -3.735 -2.674 -4.473
H -1.654 -1.822 -5.736
H 0.636 -2.574 -4.965
H -1.638 -6.842 0.336
H -0.915 -8.352 2.187
H 0.725 -7.527 3.792
H 2.230 -5.607 3.230
C 5.064 -1.735 -4.774
C 4.003 -2.136 -4.021
N 2.882 -1.403 -3.745
C 2.764 -0.182 -4.340
C 3.792 0.321 -5.209
C 4.904 -0.508 -5.464
C 3.619 1.561 -5.834
C 2.455 2.283 -5.666
C 1.442 1.880 -4.737
C 0.207 2.614 -4.626
C -0.775 2.126 -3.773
C -0.504 0.955 -3.064
N 0.633 0.248 -3.153
C 1.606 0.618 -4.035
H 6.022 -2.236 -4.904
H 3.989 -3.123 -3.601
H 5.643 -0.202 -6.204
H 4.416 1.932 -6.481
H 2.333 3.244 -6.121
H 0.000 3.452 -5.262
H -1.772 2.540 -3.737
H -1.186 0.616 -2.338
C -1.508 1.538 0.621
C -1.443 2.907 -0.024
As -2.864 4.310 0.565
C -4.463 3.161 0.576
C -5.370 3.329 -0.472
C -6.681 2.833 -0.406
C -7.077 2.077 0.718
C -6.107 1.789 1.697
C -4.806 2.313 1.646
C -2.481 4.517 2.508
C -1.177 4.546 3.028
C -1.045 4.684 4.416
C -2.146 4.743 5.216
C -3.455 4.871 4.671
C -3.615 4.753 3.281
P 0.141 0.618 0.634
C 1.168 1.791 1.551
C 0.985 2.077 2.949
C 1.814 3.048 3.576
C 2.751 3.768 2.837
C 2.940 3.442 1.489
C 2.157 2.495 0.834
C -0.314 -0.654 1.851
C -1.637 -1.090 2.099
C -1.854 -1.862 3.247
C -0.836 -2.380 4.029
C 0.476 -2.040 3.705
C 0.701 -1.120 2.690
H -2.229 0.968 0.062
H -1.894 1.666 1.663
H -1.582 2.897 -1.132
H -0.523 3.487 0.215
H -5.046 3.865 -1.371
H -7.317 3.214 -1.192
H -8.152 1.771 0.792
H -6.371 1.074 2.489
H -4.138 2.207 2.476
H -0.321 4.635 2.377
H -0.043 4.650 4.821
H -2.009 4.859 6.305
H -4.338 5.146 5.236
H -4.628 4.847 2.832
H 0.251 1.593 3.530
H 1.711 3.223 4.665
H 3.362 4.489 3.329
H 3.735 3.916 0.918
H 2.384 2.133 -0.187
H -2.496 -0.787 1.442
H -2.891 -2.044 3.530
H -1.126 -2.925 4.962
H 1.339 -2.394 4.210
H 1.729 -0.843 2.513
```

Atomic partial charges in e from the Löwdin method, atoms 1 to 99: 1.7843 -0.0309 -0.0324 0.0195 -0.3275 -0.0203 -0.1794 0.1811 -0.2989 -0.0221 -0.2466 0.1603 -0.3459 0.0140 -0.0428 -0.0557 -0.1689 -0.0576 -0.0906 0.0124 -0.0563 -0.0468 0.0242 -0.1079 0.0931 0.1289 0.1248 0.0774 0.1260 0.1338 0.1035 0.0960 0.1171 0.1278 0.1134 0.1148 0.0030 -0.0963 -0.0618 -0.1578 -0.1373 0.0658 0.0028 0.0151 -0.0935 0.0616 -0.0082 -0.1076 -0.0561 -0.1507 0.1336 0.1235 0.1381 0.1368 0.1219 0.1283 0.1245 0.0911 -0.4154 -0.4238 1.3066 -0.4395 -0.1495 -0.0799 -0.0710 -0.0825 -0.1276 -0.4134 -0.1112 -0.1046 -0.0803 -0.0498 -0.1425 1.0133 -0.3905 -0.0519 -0.0767 -0.0569 -0.0820 -0.1410 -0.4087 -0.0744 -0.0815 -0.0633 -0.0650 -0.1344 0.0578 0.0860 0.0313 0.0397 0.0889 0.1011 0.1215 0.1076 0.0852 0.0910 0.0883 0.1155 0.1066